# 1
The following is a DFT calculation (ωB97M-V with the def2-TZVPD basis set) of C6H3N5O5Pd as an isolated structure in a non-equilibrium geometry.

Values from the calculation:
Total charge: +2
DFT total energy, Ha: -1007.442745
Energy relative to the best compared isomer or geometry (same formula, charge and spin), kJ/mol: 121.7
Spin multiplicity: 3

Positions of all 20 atoms, in Å:
O 2.9996 -0.4932 -0.6223
C 1.8979 -0.3119 -0.3938
Pd -0.0142 0.0035 0.0053
O -0.1092 2.1455 -2.2261
C -0.0774 1.3569 -1.4062
C 0.0630 -1.3545 1.4095
O 0.1098 -2.1463 2.2255
C 0.4877 1.3747 1.3014
O 0.7856 2.1738 2.0559
C -0.5104 -1.3700 -1.2977
O -0.7838 -2.1745 -2.0573
N -5.3473 0.2779 -0.4003
N -4.0606 0.3859 0.1777
N -3.8685 0.7869 1.4650
C -2.5432 0.7179 1.5534
N -2.0143 0.3177 0.4219
N -2.9542 0.0856 -0.5074
H -5.4312 -0.0346 -1.3468
H -6.1558 0.5038 0.1471
H -1.9851 0.9635 2.4690

***

# 2
The following is a DFT calculation (ωB97M-V with the def2-TZVPD basis set) of C27H45N5O6P2SV as an isolated structure.

Values from the calculation:
Total charge: +1
DFT total energy, Ha: -3805.917910
Energy relative to the best compared isomer or geometry (same formula, charge and spin), kJ/mol: 0.0
Spin multiplicity: 3

Positions of all 87 atoms, in Å:
V 0.9097 -0.1781 -0.2105
C -4.2160 -6.9536 -2.3553
C -3.1362 -6.0295 -1.8704
C -1.8562 -6.5023 -1.5977
C -0.8638 -5.6544 -1.1302
C -1.1530 -4.3149 -0.9309
C -2.4202 -3.8189 -1.2033
C -3.4011 -4.6736 -1.6717
S 0.0853 -3.2433 -0.2626
O -0.2090 -3.0006 1.1353
O 1.3563 -3.9073 -0.5162
N -0.0593 -1.8625 -1.0391
C 0.2577 -1.9530 -2.4686
C 1.4065 -1.0119 -2.8236
O 2.1286 -1.1830 -3.7731
O 1.5140 0.0173 -1.9981
H -3.7990 -7.8853 -2.7339
H -4.8022 -6.4913 -3.1495
H -4.9018 -7.2000 -1.5421
H -1.6295 -7.5490 -1.7600
H 0.1335 -6.0225 -0.9316
H -2.6262 -2.7651 -1.0591
H -4.3883 -4.2850 -1.8925
H -0.6113 -1.6627 -3.0699
H 0.5327 -2.9609 -2.7838
C 3.6022 -3.9392 2.5811
O 2.9310 -2.6956 2.3318
C 2.9436 -2.1624 1.1238
O 2.2421 -1.1666 0.9321
N 3.7668 -2.6712 0.1965
N 3.5744 -2.2235 -1.1146
H 3.4030 -4.1689 3.6216
H 4.6776 -3.8384 2.4321
H 3.1820 -4.7238 1.9506
H 4.0923 -3.6148 0.3332
H 2.9703 -2.8796 -1.6022
H 4.4672 -2.1429 -1.5808
C -2.2480 -0.9900 2.0778
P -0.6866 -0.0966 1.7994
C 0.2367 -0.3705 3.3388
C -1.2326 1.6484 1.8422
C -1.5042 2.3455 3.0153
C -1.9100 3.6716 2.9661
C -2.0573 4.3079 1.7421
C -1.7969 3.6206 0.5647
C -1.3817 2.2925 0.6046
P -0.9304 1.3307 -0.8806
C -2.4813 0.5785 -1.4738
C -0.5196 2.5528 -2.1562
H -2.7452 -0.5807 2.9582
H -2.0271 -2.0443 2.2154
H -2.9105 -0.8802 1.2193
H -0.3759 -0.1975 4.2236
H 1.1145 0.2759 3.3580
H 0.5743 -1.4062 3.3286
H -1.3945 1.8584 3.9770
H -2.1141 4.2083 3.8839
H -2.3756 5.3416 1.7030
H -1.9103 4.1311 -0.3836
H -3.3208 1.2657 -1.3732
H -2.6774 -0.3373 -0.9185
H -2.3612 0.3141 -2.5255
H -1.3590 3.2060 -2.3930
H -0.2231 2.0095 -3.0532
H 0.3345 3.1446 -1.8281
C 2.1224 3.8330 3.4250
C 2.3866 4.0440 1.9402
N 3.3690 3.1241 1.3686
C 4.7800 3.4345 1.6259
C 5.3898 2.6265 2.7656
C 3.0009 2.0476 0.6466
C 4.0558 1.3010 -0.1180
N 1.7671 1.6373 0.5498
H 1.3300 4.5040 3.7588
H 3.0081 4.0403 4.0247
H 1.8057 2.8065 3.6214
H 2.7504 5.0566 1.7573
H 1.4514 3.9669 1.3854
H 4.8306 4.4976 1.8583
H 5.3555 3.2949 0.7116
H 4.8072 2.7299 3.6800
H 6.4031 2.9756 2.9667
H 5.4449 1.5654 2.5229
H 4.5238 1.9656 -0.8455
H 3.6034 0.4737 -0.6560
H 4.8370 0.9205 0.5382
H 1.1241 2.1916 1.1021

***

# 3
The following is a DFT calculation (ωB97M-V with the def2-TZVPD basis set) of C25H24BaN2O2P as an isolated structure in a non-equilibrium geometry.

Values from the calculation:
Total charge: +1
DFT total energy, Ha: -1593.719477

Positions of all 55 atoms, in Å:
Ba -2.4539 -0.8986 -0.9051
C -2.7040 -4.1741 -1.0239
O -1.6758 -3.1648 -1.1423
C -0.3129 -3.4979 -1.2560
C 0.1579 -4.7942 -1.2151
C 1.5208 -5.0335 -1.3314
C 2.4027 -3.9760 -1.4849
C 1.9202 -2.6777 -1.5153
C 0.5637 -2.4137 -1.3955
N -0.0006 -1.0804 -1.3926
N 0.8804 -0.1704 -1.5047
C 0.6022 1.1722 -1.5393
C -0.6776 1.7638 -1.5136
O -1.7579 1.0421 -1.3738
C -0.8035 3.1718 -1.6267
C 0.2932 3.9576 -1.7252
C 1.6171 3.4207 -1.7214
C 2.7395 4.2705 -1.8111
C 4.0048 3.7533 -1.8157
C 4.1740 2.3607 -1.7310
C 3.0956 1.5164 -1.6425
C 1.7828 2.0267 -1.6357
H -2.2999 -5.1768 -1.0533
H -3.4002 -4.0624 -1.8537
H -3.2208 -4.0388 -0.0739
H -0.5053 -5.6382 -1.1013
H 1.8799 -6.0543 -1.3043
H 3.4648 -4.1598 -1.5809
H 2.5910 -1.8382 -1.6341
H -1.8042 3.5846 -1.6200
H 0.1751 5.0339 -1.8074
H 2.5818 5.3411 -1.8790
H 4.8650 4.4067 -1.8853
H 5.1739 1.9446 -1.7374
H 3.2483 0.4485 -1.5794
C -1.9577 -1.5483 3.8114
P -1.4760 -1.0222 2.1315
C 0.3355 -1.2674 2.1892
C -1.6611 0.7947 2.2091
C -0.6211 1.6687 1.8929
C -0.8307 3.0433 1.8902
C -2.0795 3.5586 2.1994
C -3.1263 2.6983 2.5110
C -2.9211 1.3255 2.5085
H -3.0248 -1.4036 3.9733
H -1.4026 -0.9806 4.5579
H -1.7387 -2.6102 3.9263
H 0.7806 -0.7404 3.0343
H 0.8127 -0.9357 1.2672
H 0.5276 -2.3358 2.2929
H 0.3638 1.2877 1.6520
H -0.0112 3.7084 1.6461
H -2.2395 4.6295 2.2019
H -4.1016 3.0977 2.7591
H -3.7465 0.6663 2.7586

***

# 4
The following is a DFT calculation (ωB97M-V with the def2-TZVPD basis set) of a 9-piece molecular cluster, C35H61Br2Cl20N3O4PS overall in a non-equilibrium geometry.

Values from the calculation:
Total charge: +1
DFT total energy, Ha: -16925.934883

Positions of all 127 atoms, in Å:
C 4.8454 0.5633 2.8938
C 5.5917 -0.0452 1.5638
C 5.4270 -1.6674 1.3785
C 3.8803 -2.2110 1.3687
C 2.8645 -1.3015 0.3983
C 1.4013 -2.0371 0.4479
C 0.0985 -1.0503 0.5110
N 0.3914 -0.2562 1.7729
C -1.1372 -2.1825 0.5696
P -1.1541 -3.9386 1.3378
O -0.3209 -3.9727 2.9072
O -2.7253 -4.6151 1.6265
S -0.1462 -5.2153 0.2007
N -2.2300 -1.6283 -0.1127
C -3.5991 -2.2849 -0.3906
O -4.5840 -1.3673 -0.9798
C -5.1019 -1.8468 -2.2702
C -5.1029 -0.7243 -3.5104
O -5.5927 -3.0718 -2.5023
C -1.9648 -0.2165 -0.5850
C -2.6532 0.7249 0.6071
C -3.1931 0.0416 2.0364
C -3.8714 1.1574 3.0280
C -3.9016 2.6814 2.4613
N -3.4555 3.2662 1.1663
C -2.8245 2.3032 0.2135
C -0.3542 -0.1957 -0.8602
C 0.3804 1.2441 -0.6047
C 0.5771 2.2282 -1.8807
C -0.6697 2.4358 -2.8920
C 0.9266 3.7395 -1.2510
C 0.0626 -1.1257 -2.1466
Br -1.1613 -0.9188 -3.7669
C 1.5719 -0.8870 -2.7358
C 2.3712 -2.3289 -3.0213
Br 1.3991 -0.0565 -4.5928
H 5.1606 1.6849 3.0507
H 3.6627 0.5657 2.7772
H 5.0795 -0.0745 3.8561
H 5.1362 0.5046 0.6162
H 6.7374 0.2807 1.6359
H 6.0405 -1.9779 0.4095
H 5.9827 -2.1969 2.2925
H 3.9094 -3.3395 1.0199
H 3.4773 -2.2039 2.4835
H 3.3840 -1.2821 -0.6486
H 2.8821 -0.2199 0.8999
H 1.3937 -2.8439 -0.3977
H 1.4113 -2.6611 1.4675
H -0.4564 -0.0497 2.3355
H 1.0415 -0.7467 2.4226
H 0.3215 -4.7435 2.8948
H -2.6029 -5.6227 1.7355
H -4.0167 -2.5524 0.6957
H -3.4185 -3.2275 -1.0609
H -4.1100 -0.7935 -4.1289
H -5.1398 0.3386 -2.9680
H -6.0849 -0.8010 -4.1421
H -2.5869 0.2103 -1.5110
H -3.0987 -1.0889 2.3093
H -4.2965 0.8624 4.0934
H -4.3672 3.4774 3.2229
H -2.4692 2.7197 -0.8200
H 1.4939 1.0147 -0.2349
H -0.0857 1.8770 0.2940
H 1.5932 1.9040 -2.4175
H -1.6422 1.8276 -2.6570
H -0.9712 3.5896 -2.8930
H -0.4046 2.1970 -4.0311
H 1.8979 3.7001 -0.5959
H -0.0313 4.0643 -0.6552
H 1.0085 4.4474 -2.1859
H -0.0167 -2.3001 -1.9445
H 2.2450 -0.1548 -2.1232
H 2.4659 -2.5661 -4.1727
H 3.4884 -2.1929 -2.6293
H 1.8669 -3.2442 -2.4965
C -6.7680 3.7791 0.8047
Cl -8.3445 3.5208 1.5618
Cl -6.7652 3.2100 -0.8690
H -6.5379 4.8472 0.8178
H -6.0088 3.2312 1.3681
C -0.5430 -4.7763 -3.9367
Cl 0.1156 -3.2504 -4.5391
Cl 0.1250 -6.1518 -4.8238
H -0.2912 -4.8793 -2.8784
H -1.6288 -4.7678 -4.0585
C 5.6625 -4.2223 4.6986
Cl 3.9323 -4.5373 4.5189
Cl 5.9526 -2.5792 5.2823
H 6.0810 -4.9335 5.4148
H 6.1492 -4.3462 3.7281
C 5.5980 0.0135 -5.2396
Cl 6.5368 1.4206 -5.7535
Cl 4.0865 0.5053 -4.4661
H 5.3671 -0.5989 -6.1146
H 6.1892 -0.5678 -4.5279
C 5.8980 -8.0339 6.5037
Cl 6.8368 -6.6269 5.9898
Cl 4.3865 -7.5421 7.2772
H 5.6671 -8.6463 5.6287
H 6.4892 -8.6152 7.2154
C 2.9212 6.8890 -3.0868
Cl 3.2631 6.3881 -1.4263
Cl 1.6948 5.8513 -3.8245
H 2.5579 7.9196 -3.0798
H 3.8406 6.8258 -3.6738
C 0.5212 -9.9586 -3.6391
Cl 0.8631 -10.4596 -1.9786
Cl -0.7052 -10.9963 -4.3769
H 0.1579 -8.9281 -3.6321
H 1.4406 -10.0218 -4.2262
C -5.9107 5.9360 3.8913
Cl -6.7378 7.0714 2.8180
Cl -4.1917 5.8229 3.4946
H -6.0159 6.2807 4.9228
H -6.3663 4.9487 3.7838
C -1.4009 7.3162 -2.1207
Cl -1.7700 5.7190 -2.7822
Cl -0.2716 7.1982 -0.7658
H -0.9527 7.9312 -2.9049
H -2.3272 7.7797 -1.7724
C -6.1021 10.1415 4.4974
Cl -7.3664 10.6476 5.6246
Cl -5.4083 11.5315 3.6539
H -5.3118 9.6325 5.0546
H -6.5339 9.4583 3.7621